i.
107
Properties=species:S:1:pos:R:3 method="wB97M-V/def2-TZVPD" lumo_ev=-5.38 homo_lumo_gap_ev=7.3 homo_ev=-12.7 charge=+2
Ti 0.121 0.270 0.223
N 0.997 -1.466 -1.145
C 0.791 -1.630 -2.577
C 1.441 -2.678 -3.222
C 1.302 -2.833 -4.588
C 0.516 -1.940 -5.312
C -0.133 -0.909 -4.662
C -0.003 -0.741 -3.281
P -0.913 0.522 -2.341
C -0.725 2.074 -3.282
C -1.341 2.241 -4.528
C -1.158 3.405 -5.255
C -0.365 4.426 -4.749
C 0.246 4.277 -3.514
C 0.069 3.108 -2.785
C -2.640 0.012 -2.678
C -3.684 0.934 -2.703
C -4.985 0.522 -2.951
C -5.258 -0.817 -3.191
C -4.224 -1.742 -3.183
C -2.924 -1.332 -2.922
H 0.836 -2.367 -0.698
H 1.989 -1.288 -1.008
H 2.060 -3.359 -2.647
H 1.808 -3.645 -5.093
H 0.409 -2.055 -6.382
H -0.751 -0.231 -5.233
H -1.989 1.471 -4.927
H -1.641 3.517 -6.217
H -0.227 5.336 -5.317
H 0.864 5.070 -3.113
H 0.562 3.001 -1.831
H -3.487 1.985 -2.540
H -5.783 1.253 -2.976
H -6.270 -1.133 -3.411
H -4.424 -2.783 -3.410
H -2.123 -2.060 -2.946
C 4.080 -4.404 -0.176
C 2.856 -4.653 0.434
C 2.180 -3.627 1.074
C 2.724 -2.340 1.107
C 3.954 -2.096 0.499
C 4.629 -3.131 -0.137
P 1.702 -1.017 1.823
C 1.204 -1.733 3.412
C -0.129 -1.812 3.809
C -0.463 -2.409 5.017
C 0.528 -2.934 5.833
C 1.857 -2.884 5.432
C 2.193 -2.297 4.224
C 2.845 0.356 2.102
C 3.631 0.604 3.197
C 4.632 1.597 3.124
C 4.884 2.242 1.943
C 4.109 1.979 0.787
C 4.411 2.523 -0.488
C 3.679 2.153 -1.577
C 2.538 1.320 -1.436
C 2.151 0.848 -0.210
C 3.015 1.092 0.899
H 4.613 -5.208 -0.668
H 2.435 -5.650 0.421
H 1.233 -3.829 1.564
H 4.395 -1.108 0.525
H 5.590 -2.939 -0.597
H -0.906 -1.423 3.169
H -1.501 -2.472 5.316
H 0.265 -3.400 6.773
H 2.629 -3.316 6.054
H 3.226 -2.306 3.897
H 3.510 0.036 4.110
H 5.241 1.803 3.994
H 5.702 2.949 1.873
H 5.251 3.198 -0.588
H 3.942 2.523 -2.560
H 1.960 1.109 -2.329
C -4.328 -0.225 2.741
N -3.174 -0.508 1.888
C -3.014 -1.391 0.923
S -1.427 -1.672 0.227
N -3.968 -2.168 0.421
C -5.423 -2.070 0.549
H -3.944 0.277 3.624
H -4.823 -1.140 3.047
H -5.038 0.441 2.255
H -2.354 0.054 2.078
H -3.635 -2.794 -0.294
H -5.741 -1.033 0.561
H -5.793 -2.588 1.430
H -5.852 -2.538 -0.332
N 0.045 3.677 3.841
C 0.543 2.356 3.364
C -0.690 1.549 2.965
O -1.756 1.830 3.487
O -0.525 0.601 2.108
H -0.139 4.239 2.989
H 0.697 4.160 4.454
H -0.853 3.513 4.313
H 1.054 1.837 4.174
H 1.223 2.514 2.534
Cl -3.080 2.055 0.174
C -2.095 3.517 -0.075
C -0.721 3.310 0.536
O -0.257 4.170 1.278
O -0.097 2.225 0.231
H -2.001 3.692 -1.146
H -2.591 4.354 0.402

---

ii.
107
Properties=species:S:1:pos:R:3 method="wB97M-V/def2-TZVPD" lumo_ev=-5.54 homo_lumo_gap_ev=7.0 homo_ev=-12.5 charge=+2
Ti -0.035 -0.857 -0.393
N 3.778 -0.533 -2.073
C 4.103 0.093 -0.857
C 5.352 -0.201 -0.303
C 5.756 0.344 0.899
C 4.912 1.208 1.585
C 3.680 1.515 1.044
C 3.248 0.976 -0.173
P 1.573 1.408 -0.769
C 1.163 3.004 0.026
C 1.339 4.210 -0.654
C 0.995 5.412 -0.054
C 0.478 5.431 1.232
C 0.303 4.237 1.916
C 0.631 3.033 1.314
C 1.824 1.919 -2.503
C 0.753 1.911 -3.395
C 0.902 2.419 -4.676
C 2.126 2.932 -5.082
C 3.199 2.940 -4.202
C 3.049 2.441 -2.916
H 2.976 -0.154 -2.559
H 4.572 -0.568 -2.700
H 6.014 -0.868 -0.844
H 6.734 0.104 1.293
H 5.220 1.654 2.520
H 3.041 2.209 1.572
H 1.738 4.224 -1.658
H 1.136 6.338 -0.596
H 0.215 6.370 1.700
H -0.088 4.247 2.926
H 0.480 2.114 1.864
H -0.205 1.508 -3.093
H 0.062 2.415 -5.359
H 2.243 3.327 -6.082
H 4.154 3.346 -4.511
H 3.884 2.472 -2.227
C -2.764 0.488 5.126
C -3.270 -0.532 4.331
C -3.087 -0.508 2.953
C -2.401 0.550 2.352
C -1.939 1.591 3.154
C -2.107 1.555 4.531
P -2.105 0.612 0.549
C -2.596 2.286 0.075
C -3.655 2.934 0.714
C -4.047 4.197 0.299
C -3.387 4.821 -0.752
C -2.339 4.180 -1.394
C -1.948 2.916 -0.981
C -3.360 -0.513 -0.085
C -4.644 -0.225 -0.456
C -5.545 -1.281 -0.712
C -5.165 -2.579 -0.515
C -3.845 -2.900 -0.109
C -3.433 -4.219 0.202
C -2.157 -4.458 0.629
C -1.206 -3.412 0.675
C -1.541 -2.117 0.352
C -2.911 -1.852 0.034
H -2.908 0.466 6.197
H -3.832 -1.341 4.781
H -3.515 -1.300 2.353
H -1.466 2.449 2.698
H -1.743 2.374 5.138
H -4.171 2.456 1.538
H -4.868 4.695 0.796
H -3.693 5.809 -1.070
H -1.820 4.665 -2.211
H -1.125 2.420 -1.474
H -4.980 0.802 -0.533
H -6.555 -1.053 -1.026
H -5.875 -3.384 -0.660
H -4.146 -5.030 0.114
H -1.853 -5.464 0.889
H -0.186 -3.673 0.930
C -0.444 -3.553 4.080
N -0.098 -2.246 3.531
C 0.913 -1.931 2.747
S 0.864 -0.407 1.900
N 1.998 -2.683 2.610
C 2.506 -3.692 3.542
H -1.525 -3.664 4.010
H -0.146 -3.649 5.123
H 0.013 -4.345 3.493
H -0.817 -1.533 3.582
H 2.647 -2.319 1.928
H 2.127 -3.503 4.542
H 3.589 -3.606 3.571
H 2.242 -4.703 3.237
N 2.369 -4.237 -3.298
C 2.628 -3.580 -1.979
C 1.255 -3.200 -1.425
O 0.265 -3.690 -1.943
O 1.289 -2.333 -0.465
H 2.861 -5.118 -3.431
H 2.577 -3.612 -4.080
H 1.333 -4.394 -3.299
H 3.200 -2.657 -2.104
H 3.161 -4.260 -1.319
Cl 0.171 -2.518 -5.323
C -0.908 -1.645 -4.219
C -0.184 -1.080 -3.023
O 1.032 -1.067 -2.893
O -0.974 -0.624 -2.090
H -1.683 -2.323 -3.869
H -1.375 -0.832 -4.774

---

Least stable = ii

---

i.
11
Properties=species:S:1:pos:R:3 method="wB97M-V/def2-TZVPD" lumo_ev=-0.47 homo_lumo_gap_ev=10.2 homo_ev=-10.6
C -1.801 0.830 -1.041
C -0.595 -0.713 0.409
C -0.678 0.485 -0.418
O 3.194 -1.191 -0.014
O 2.644 0.702 1.416
O 0.395 -1.133 0.971
S 2.722 -0.729 1.265
H -1.870 1.713 -1.653
H -2.693 0.229 -0.959
H -1.549 -1.262 0.512
H 0.231 1.068 -0.488

---

ii.
11
Properties=species:S:1:pos:R:3 method="wB97M-V/def2-TZVPD" lumo_ev=0.03 homo_lumo_gap_ev=8.9 homo_ev=-8.8 smiles="O=C(O)CC(O)=S"
O 1.697 -0.262 -1.128
C 0.736 0.502 -1.298
O 0.638 1.208 -2.450
C -0.304 0.734 -0.283
C -0.306 -0.229 0.826
O 0.834 -0.576 1.344
S -1.622 -0.789 1.569
H -0.204 1.617 -2.624
H -1.283 0.631 -0.767
H -0.145 1.781 0.068
H 1.474 -0.408 0.607

---

Least stable = i

---

i.
15
Properties=species:S:1:pos:R:3 method="wB97M-V/def2-TZVPD" lumo_ev="4.41 / 4.34" s_squared=0.75 homo_lumo_gap_ev="4.0 / 7.3" homo_ev="0.4 / -3.0" spin_multiplicity=2 charge=-1
C -0.747 0.257 -1.571
N -1.206 -0.044 -0.183
C 0.933 -1.147 0.664
C -0.130 0.017 0.821
C 0.549 1.390 0.834
O 1.310 1.851 -0.085
H -1.454 1.028 -1.912
H 0.222 0.720 -1.724
H -0.896 -0.616 -2.212
H -1.694 -0.937 -0.197
H 1.443 -1.135 1.628
H 0.294 -2.019 0.482
H 1.609 -1.019 -0.172
H -0.646 -0.203 1.785
H 0.414 1.857 1.843

---

ii.
15
Properties=species:S:1:pos:R:3 method="wB97M-V/def2-TZVPD" lumo_ev="3.92 / 3.84" s_squared=0.75 homo_lumo_gap_ev="3.4 / 7.1" homo_ev="0.5 / -3.2" spin_multiplicity=2 charge=-1
C -2.467 -0.433 0.342
C -1.103 0.758 1.918
N -1.699 0.688 0.715
H -3.485 -0.437 0.788
H -2.611 -0.408 -0.744
H -1.990 -1.378 0.696
H -0.479 1.629 2.079
H -1.359 0.097 2.752
C 3.093 0.140 -0.961
C 1.953 -0.370 -1.418
O 0.881 0.370 -1.841
H 3.555 1.065 -1.277
H 3.754 -0.607 -0.537
H 1.736 -1.439 -1.389
H 0.222 0.325 -1.122

---

Least stable = ii

---

i.
11
Properties=species:S:1:pos:R:3 method="wB97M-V/def2-TZVPD" lumo_ev=-4.36 homo_lumo_gap_ev=10.5 homo_ev=-14.9 charge=+1
C -1.866 -0.103 0.708
C 0.997 -0.421 0.287
C 0.825 0.848 0.454
N 0.927 0.390 -0.965
O -1.463 0.776 0.026
H -1.338 -0.738 1.347
H -2.975 -0.057 0.967
H 1.509 -1.318 0.563
H 0.739 1.761 0.876
H 1.591 0.998 -1.467
H -0.016 0.214 -1.349

---

ii.
11
Properties=species:S:1:pos:R:3 method="wB97M-V/def2-TZVPD" lumo_ev=-5.26 homo_lumo_gap_ev=11.2 homo_ev=-16.5 smiles="C=[N+](C)C=O" charge=+1
C 0.277 0.293 1.378
N 0.175 -0.047 0.200
C -1.286 0.017 -0.620
C 1.394 -0.263 -0.727
O 2.105 -1.181 -0.599
H -0.640 0.356 2.152
H 1.211 0.121 1.823
H -2.037 -0.066 0.218
H -1.433 -0.807 -1.352
H -1.254 1.053 -1.083
H 1.489 0.525 -1.390

---

Least stable = i